(1)
Entry from the Open Molecules 2025 dataset: a 7-piece molecular cluster, C36H81F6N9O6P overall at a distorted geometry (ωB97M-V/def2-TZVPD).

Cartesian coordinates (Å):
P 28.344 -12.531 -13.895
F 27.391 -11.409 -14.618
F 28.977 -11.354 -12.965
F 27.145 -12.697 -12.790
F 29.238 -13.632 -13.134
F 27.712 -13.685 -14.810
F 29.506 -12.286 -14.964
C 19.690 -14.719 -16.735
C 20.685 -13.670 -17.164
N 22.055 -14.213 -17.312
C 22.995 -13.778 -18.216
C 24.132 -14.466 -17.990
N 23.890 -15.286 -16.914
C 22.646 -15.089 -16.519
C 24.911 -16.070 -16.171
H 20.012 -15.170 -15.794
H 19.511 -15.501 -17.469
H 18.728 -14.245 -16.548
H 20.684 -12.758 -16.569
H 20.450 -13.316 -18.172
H 22.740 -13.147 -19.052
H 25.057 -14.380 -18.535
H 22.242 -15.500 -15.610
H 25.090 -16.974 -16.748
H 24.497 -16.260 -15.189
H 25.828 -15.487 -16.176
C 29.119 -13.166 -2.830
C 27.912 -12.419 -3.338
N 27.879 -12.313 -4.818
C 26.869 -12.784 -5.616
C 27.146 -12.409 -6.888
N 28.297 -11.666 -6.826
C 28.738 -11.651 -5.573
C 28.976 -11.029 -7.964
H 30.059 -12.672 -3.089
H 29.159 -14.199 -3.171
H 29.130 -13.147 -1.740
H 27.857 -11.413 -2.919
H 26.964 -12.873 -3.053
H 26.114 -13.419 -5.187
H 26.662 -12.581 -7.832
H 29.638 -11.145 -5.271
H 29.617 -10.256 -7.554
H 28.202 -10.504 -8.523
H 29.464 -11.763 -8.590
C 24.675 -8.299 -17.059
C 23.458 -9.108 -16.628
N 23.792 -10.087 -15.590
C 24.297 -11.360 -15.773
C 24.572 -11.853 -14.547
N 24.334 -10.833 -13.643
C 23.802 -9.818 -14.298
C 24.378 -10.988 -12.190
H 24.941 -7.603 -16.259
H 24.496 -7.747 -17.975
H 25.528 -8.971 -17.166
H 23.014 -9.640 -17.472
H 22.632 -8.490 -16.276
H 24.411 -11.751 -16.768
H 25.079 -12.740 -14.208
H 23.496 -8.873 -13.878
H 24.006 -10.069 -11.738
H 25.414 -11.095 -11.879
H 23.743 -11.810 -11.879
C 27.102 -4.223 -19.353
O 28.152 -5.011 -18.809
C 29.008 -4.269 -17.988
C 30.122 -5.172 -17.515
N 29.665 -6.291 -16.609
H 30.451 -6.687 -16.089
H 29.103 -5.864 -15.864
C 28.860 -7.424 -17.208
C 28.530 -8.404 -16.099
O 27.900 -7.708 -15.057
C 27.614 -8.493 -13.907
H 27.425 -3.206 -19.592
H 26.197 -4.222 -18.745
H 26.825 -4.618 -20.334
H 28.503 -3.747 -17.167
H 29.553 -3.516 -18.577
H 30.880 -4.625 -16.952
H 30.671 -5.599 -18.355
H 29.462 -7.919 -17.963
H 27.973 -6.931 -17.591
H 29.408 -8.995 -15.801
H 27.827 -9.147 -16.506
H 26.750 -9.126 -14.115
H 27.415 -7.802 -13.089
H 28.451 -9.103 -13.564
C 28.227 -17.106 -13.590
O 28.696 -18.433 -13.370
C 30.022 -18.492 -12.895
C 30.536 -19.925 -12.938
N 29.492 -20.952 -12.571
H 28.824 -20.940 -13.348
H 29.903 -21.888 -12.643
C 28.754 -20.761 -11.300
C 29.523 -21.291 -10.119
O 30.702 -20.549 -9.961
C 31.698 -21.233 -9.189
H 27.183 -17.185 -13.895
H 28.801 -16.630 -14.385
H 28.173 -16.517 -12.668
H 30.057 -18.091 -11.877
H 30.718 -17.945 -13.543
H 31.294 -19.956 -12.156
H 30.955 -20.262 -13.881
H 27.819 -21.321 -11.363
H 28.473 -19.718 -11.194
H 29.734 -22.364 -10.280
H 28.906 -21.311 -9.213
H 32.451 -20.496 -8.919
H 32.185 -22.006 -9.784
H 31.257 -21.614 -8.268
C 33.503 -11.227 -7.690
O 32.279 -11.312 -8.440
C 32.348 -12.285 -9.432
C 32.979 -11.700 -10.688
N 33.166 -12.748 -11.773
H 33.963 -12.495 -12.365
H 33.498 -13.612 -11.339
C 32.019 -13.142 -12.687
C 32.539 -13.309 -14.075
O 33.653 -14.178 -13.972
C 34.385 -14.335 -15.180
H 33.708 -12.176 -7.194
H 33.406 -10.390 -7.008
H 34.346 -11.001 -8.352
H 31.331 -12.633 -9.656
H 32.900 -13.188 -9.132
H 34.015 -11.419 -10.489
H 32.479 -10.863 -11.167
H 31.193 -12.437 -12.650
H 31.658 -14.065 -12.237
H 32.871 -12.351 -14.495
H 31.761 -13.733 -14.715
H 34.190 -15.322 -15.611
H 35.450 -14.336 -14.942
H 34.196 -13.595 -15.958

## Properties
E_LUMO, eV: -8.72
Spin multiplicity: 1
ΔE to the lowest compared entry with this formula, charge and spin, kcal per mole: 0.00
Total energy, eV: -89895.1690
Total charge: +5
HOMO level, eV: -18.4
HOMO-LUMO gap, eV: 9.7
Strongest force on any atom, eV/A: 1.466

Atomic partial charges in e from the Löwdin method, atoms 1 to 6: number 1, P, carries 0.1553; number 2, F, carries -0.1818; number 3, F, carries -0.1769; number 4, F, carries -0.1811; number 5, F, carries -0.1542; number 6, F, carries -0.1511


(2)
Entry from the Open Molecules 2025 dataset: a 12-piece molecular cluster, C36H84N12O12 overall at a distorted geometry (ωB97M-V/def2-TZVPD).

Cartesian coordinates (Å):
C -4.250 1.701 -4.307
O -4.231 2.702 -4.971
N -5.013 1.556 -3.155
C -4.827 0.432 -2.253
C -5.879 2.635 -2.657
H -3.646 0.797 -4.468
H -4.197 -0.395 -2.597
H -5.795 -0.016 -1.979
H -4.435 0.651 -1.262
H -5.745 3.525 -3.271
H -6.961 2.345 -2.622
H -5.613 2.844 -1.625
C -3.608 1.506 1.421
O -3.421 2.056 0.316
N -4.235 1.946 2.492
C -4.319 1.293 3.702
C -4.827 3.356 2.497
H -3.103 0.582 1.690
H -3.679 0.434 3.721
H -5.351 0.984 3.980
H -3.943 2.011 4.446
H -5.877 3.442 2.850
H -4.118 3.872 3.144
H -4.723 3.689 1.474
C -0.982 2.649 3.395
O -1.624 3.688 3.441
N -0.657 1.882 4.506
C 0.372 0.855 4.434
C -0.863 2.393 5.847
H -0.565 2.186 2.458
H 0.191 0.014 5.109
H 1.390 1.315 4.622
H 0.452 0.571 3.376
H -0.900 1.590 6.611
H -0.042 3.093 6.063
H -1.783 3.028 5.840
C 4.446 0.606 2.736
O 4.022 0.617 1.601
N 5.609 0.070 3.081
C 6.013 0.021 4.472
C 6.526 -0.552 2.114
H 3.928 1.090 3.593
H 6.371 -0.971 4.688
H 5.268 0.321 5.208
H 6.959 0.616 4.486
H 6.413 -0.135 1.120
H 7.512 -0.309 2.487
H 6.362 -1.616 2.052
C 1.246 -4.850 -0.335
O 2.177 -4.167 -0.686
N 1.309 -6.204 -0.328
C 0.213 -6.981 0.301
C 2.538 -6.884 -0.669
H 0.292 -4.446 0.029
H -0.259 -6.296 0.985
H 0.608 -7.809 0.908
H -0.482 -7.360 -0.471
H 3.006 -7.307 0.225
H 2.272 -7.636 -1.485
H 3.229 -6.134 -1.094
C -4.303 -3.567 0.291
O -5.289 -4.123 0.703
N -3.788 -2.474 0.847
C -2.578 -1.866 0.232
C -4.324 -1.858 2.016
H -3.662 -4.068 -0.493
H -2.827 -0.844 -0.096
H -2.192 -2.429 -0.564
H -1.796 -1.665 0.968
H -5.094 -2.456 2.433
H -3.505 -1.663 2.701
H -4.692 -0.867 1.825
C -0.031 -3.122 3.393
O -0.988 -2.428 3.228
N 1.243 -2.818 3.047
C 2.387 -3.661 3.417
C 1.508 -1.674 2.199
H -0.190 -4.075 3.923
H 2.889 -3.943 2.486
H 2.111 -4.612 3.940
H 3.084 -3.087 4.048
H 0.572 -1.244 1.853
H 2.114 -0.909 2.695
H 2.069 -2.008 1.329
C -0.175 3.093 -2.020
O 1.018 3.031 -1.826
N -0.768 4.007 -2.763
C -2.202 4.031 -2.865
C -0.021 4.786 -3.721
H -0.838 2.516 -1.405
H -2.573 3.915 -3.860
H -2.531 5.030 -2.564
H -2.646 3.334 -2.105
H 1.017 4.804 -3.363
H -0.045 4.404 -4.761
H -0.451 5.824 -3.589
C 4.472 -2.511 -2.879
O 4.535 -1.976 -3.968
N 5.300 -2.251 -1.815
C 5.293 -3.015 -0.600
C 6.238 -1.154 -1.875
H 3.702 -3.295 -2.611
H 6.280 -3.523 -0.501
H 4.480 -3.767 -0.552
H 5.239 -2.323 0.273
H 6.066 -0.538 -2.795
H 6.029 -0.453 -1.047
H 7.278 -1.535 -1.796
C -1.631 5.071 0.162
O -2.401 5.907 -0.268
N -0.338 5.384 0.405
C 0.640 4.487 0.992
C 0.306 6.424 -0.362
H -2.001 4.069 0.394
H 0.891 4.793 1.990
H 1.493 4.466 0.371
H 0.135 3.569 1.151
H 0.309 7.402 0.156
H 1.387 6.187 -0.622
H -0.232 6.577 -1.314
C 1.274 0.921 0.238
O 0.298 0.742 0.965
N 1.529 0.161 -0.796
C 2.771 0.250 -1.487
C 0.583 -0.782 -1.324
H 2.073 1.674 0.390
H 3.496 -0.579 -1.329
H 3.246 1.213 -1.252
H 2.625 0.151 -2.588
H -0.214 -0.967 -0.605
H 0.030 -0.449 -2.261
H 1.100 -1.675 -1.627
C -1.852 -2.087 -4.673
O -2.124 -1.514 -3.659
N -1.352 -1.473 -5.766
C -0.874 -2.163 -6.895
C -0.885 -0.099 -5.694
H -2.014 -3.164 -4.788
H 0.208 -2.285 -6.843
H -1.089 -1.675 -7.823
H -1.219 -3.205 -6.859
H -1.439 0.383 -4.875
H 0.223 0.027 -5.556
H -1.137 0.392 -6.647

## Properties
E_LUMO, eV: 0.07
Spin multiplicity: 1
ΔE to the lowest compared entry with this formula, charge and spin, kcal per mole: 190.15
Total energy, eV: -81144.7250
Total charge: 0
HOMO level, eV: -8.3
HOMO-LUMO gap, eV: 8.4
SMILES: CN(C)C=O.CN(C)C=O.CN(C)C=O.CN(C)C=O.CN(C)C=O.CN(C)C=O.CN(C)C=O.CN(C)C=O.CN(C)C=O.CN(C)C=O.CN(C)C=O.CN(C)C=O
Strongest force on any atom, eV/A: 4.682

Atomic partial charges in e from the Löwdin method, atoms 1 to 6: number 1, C, carries -0.3336; number 2, O, carries 0.0044; number 3, N, carries -0.1639; number 4, C, carries -0.0749; number 5, C, carries -0.0402; number 6, H, carries 0.1157


(3)
Entry from the Open Molecules 2025 dataset: a 12-piece molecular cluster, C36H84N12O12 overall at a distorted geometry (ωB97M-V/def2-TZVPD).

Cartesian coordinates (Å):
C 5.568 4.246 -1.599
O 6.817 4.455 -1.391
N 4.832 3.451 -0.806
C 3.551 2.906 -1.353
C 5.370 2.717 0.348
H 4.948 4.715 -2.378
H 3.783 1.877 -1.626
H 2.924 3.566 -1.952
H 2.965 2.660 -0.467
H 6.416 2.955 0.545
H 4.823 3.003 1.246
H 5.243 1.640 0.453
C -1.769 0.852 3.835
O -1.298 0.138 2.980
N -1.052 1.504 4.776
C -1.661 2.339 5.820
C 0.386 1.428 4.950
H -2.829 1.026 4.076
H -2.733 2.419 5.639
H -1.196 3.322 5.747
H -1.483 1.979 6.833
H 0.568 0.804 5.824
H 0.830 1.085 4.015
H 0.797 2.437 4.975
C -2.055 -5.077 -1.657
O -2.033 -4.311 -0.728
N -1.016 -5.769 -2.151
C -1.148 -6.743 -3.187
C 0.356 -5.443 -2.014
H -2.996 -5.274 -2.194
H -0.189 -7.133 -3.528
H -1.756 -6.369 -4.011
H -1.689 -7.659 -2.949
H 0.774 -6.150 -1.297
H 1.074 -5.472 -2.833
H 0.457 -4.520 -1.442
C 0.899 -3.174 3.843
O 1.436 -3.449 4.923
N -0.235 -3.778 3.337
C -0.846 -3.111 2.150
C -1.032 -4.787 3.969
H 1.232 -2.334 3.215
H -0.748 -3.713 1.248
H -0.443 -2.100 2.086
H -1.902 -3.060 2.414
H -0.874 -5.743 3.469
H -0.717 -4.890 5.007
H -2.104 -4.609 4.057
C -1.973 -1.827 -5.609
O -2.883 -1.276 -6.247
N -1.792 -1.934 -4.290
C -0.578 -2.557 -3.863
C -2.855 -1.349 -3.354
H -1.266 -2.381 -6.246
H 0.262 -2.180 -4.446
H -0.622 -3.641 -3.762
H -0.324 -2.108 -2.902
H -3.400 -2.227 -3.008
H -2.450 -0.787 -2.512
H -3.564 -0.685 -3.849
C 7.109 -1.406 4.444
O 8.179 -0.871 4.486
N 6.001 -0.945 3.909
C 4.867 -1.854 3.763
C 5.885 0.152 3.034
H 6.978 -2.431 4.823
H 4.050 -1.134 3.703
H 4.646 -2.372 4.696
H 4.926 -2.367 2.804
H 6.254 0.007 2.018
H 4.879 0.568 3.105
H 6.383 1.049 3.401
C 1.498 0.796 0.972
O 2.670 0.459 1.284
N 0.601 0.015 0.190
C -0.736 0.551 -0.327
C 1.158 -1.191 -0.438
H 1.035 1.759 1.236
H -0.904 1.618 -0.178
H -1.660 -0.027 -0.307
H -0.413 0.713 -1.355
H 1.151 -1.013 -1.513
H 2.174 -1.380 -0.092
H 0.567 -2.098 -0.312
C -5.834 -1.312 1.791
O -6.708 -1.331 2.575
N -5.430 -2.214 0.905
C -4.075 -2.175 0.351
C -6.192 -3.440 0.444
H -5.222 -0.401 1.716
H -4.171 -2.295 -0.728
H -3.523 -2.960 0.867
H -3.627 -1.206 0.572
H -7.247 -3.582 0.680
H -6.173 -3.511 -0.643
H -5.655 -4.262 0.915
C -1.836 6.214 1.911
O -1.201 5.943 0.839
N -1.492 5.744 3.153
C -2.431 5.854 4.269
C -0.318 4.833 3.288
H -2.732 6.853 1.920
H -2.131 6.811 4.695
H -2.315 4.981 4.911
H -3.453 5.908 3.891
H -0.012 4.233 2.432
H 0.655 5.162 3.653
H -0.556 3.997 3.946
C 6.980 -2.038 -1.612
O 7.255 -2.739 -0.650
N 5.783 -1.457 -1.825
C 5.421 -0.771 -3.054
C 4.713 -1.693 -0.949
H 7.637 -1.635 -2.397
H 4.384 -1.015 -3.283
H 5.919 -1.221 -3.912
H 5.646 0.293 -2.981
H 4.280 -0.721 -0.711
H 3.804 -2.236 -1.211
H 4.960 -1.863 0.098
C -4.353 1.516 -1.221
O -4.681 0.507 -0.660
N -4.745 1.833 -2.450
C -4.265 3.099 -2.977
C -5.755 1.095 -3.268
H -3.640 2.201 -0.736
H -3.450 3.431 -2.334
H -4.977 3.925 -2.993
H -3.926 3.115 -4.013
H -6.393 0.463 -2.651
H -6.562 1.709 -3.668
H -5.366 0.456 -4.061
C -0.532 4.099 -2.798
O -0.025 3.171 -2.160
N -0.960 4.002 -4.035
C -1.745 5.040 -4.644
C -0.811 2.783 -4.794
H -0.744 5.047 -2.281
H -1.314 5.985 -4.314
H -2.826 5.033 -4.505
H -1.670 5.109 -5.730
H -1.351 2.729 -5.739
H 0.209 2.455 -4.993
H -1.317 1.944 -4.316

## Properties
E_LUMO, eV: 0.01
Spin multiplicity: 1
ΔE to the lowest compared entry with this formula, charge and spin, kcal per mole: 302.67
Total energy, eV: -81139.8458
Total charge: 0
HOMO level, eV: -8.8
HOMO-LUMO gap, eV: 8.8
SMILES: CN(C)C=O.CN(C)C=O.CN(C)C=O.CN(C)C=O.CN(C)C=O.CN(C)C=O.CN(C)C=O.CN(C)C=O.CN(C)C=O.CN(C)C=O.CN(C)C=O.CN(C)C=O
Strongest force on any atom, eV/A: 4.560

Atomic partial charges in e from the Löwdin method, atoms 1 to 6: number 1, C, carries -0.2999; number 2, O, carries -0.0615; number 3, N, carries -0.1722; number 4, C, carries -0.0277; number 5, C, carries -0.0451; number 6, H, carries 0.1292